No. 1
An isolated molecule of C4H8INO2 at a distorted geometry. Source: the OMol25 dataset; level of theory: wB97M-V/def2-TZVPD.

Last column: Löwdin charge in e.
Positions of all 16 atoms, in Å:
C: 1.305 0.996 0.875  -0.20
C: 1.589 -0.312 -0.071  -0.67
I: 3.227 0.247 -1.479  0.70
C: 0.304 -0.701 -1.057  -0.27
O: -0.688 -1.577 -0.414  -0.07
C: -1.708 -0.820 0.329  -0.32
N: -2.282 0.530 -0.043  0.07
O: -2.234 -1.402 1.443  -0.05
H: 0.270 0.832 1.398  0.07
H: 2.104 1.143 1.720  0.08
H: 1.278 2.012 0.251  0.09
H: 1.994 -1.258 0.534  0.11
H: 0.789 -1.331 -1.947  0.11
H: -0.134 0.265 -1.555  0.13
H: -2.761 0.976 0.785  0.11
H: -3.051 0.398 -0.767  0.11

The SMILES is C[C@H](I)COC(N)=O. For the LUMO energy, the calculation gives 0.2 eV. For the gap between HOMO and LUMO, the calculation gives 9.86 eV.


No. 2
A structure of composition C8H7NO2Zn at a distorted geometry. Source: the OMol25 dataset; level of theory: wB97M-V/def2-TZVPD.

Last column: Löwdin charge in e.
Positions of all 19 atoms, in Å:
N: 1.655 -1.019 0.863  0.03
C: 2.400 0.004 0.412  -0.04
C: 1.683 1.099 -0.521  -0.05
C: 0.139 0.619 -0.564  -0.10
C: -0.302 -0.147 -1.679  0.16
C: -1.830 -0.638 -1.641  -0.26
O: -2.402 -0.996 -2.683  0.14
C: -2.557 -0.689 -0.203  0.12
C: -2.079 0.105 0.904  0.05
C: -0.771 1.009 0.686  -0.32
O: -0.492 1.922 1.487  0.08
H: 2.225 -1.633 1.468  0.01
H: 3.498 0.034 0.711  0.16
H: 1.791 2.161 -0.103  0.16
H: 2.175 1.072 -1.561  0.15
H: 0.407 -0.384 -2.536  0.16
H: -3.471 -1.376 -0.083  0.16
H: -2.612 0.095 1.923  0.13
Zn: 0.544 -1.240 3.120  1.27

The net charge is +2. For the LUMO energy, the calculation gives -13.6 eV. For the gap between HOMO and LUMO, the calculation gives 3.53 eV.


No. 3
A cluster of 2 separate species, C3H11NO in total at a distorted geometry. Source: the OMol25 dataset; level of theory: wB97M-V/def2-TZVPD.

Last column: Löwdin charge in e.
Positions of all 16 atoms, in Å:
N: -2.883 -0.159 -1.789  -0.01
C: -1.872 0.682 -1.043  -0.28
O: -0.630 -0.104 -0.796  -0.15
H: -2.381 -0.232 -2.677  0.05
H: -2.664 -1.137 -1.393  0.09
H: -1.739 1.611 -1.601  0.10
H: -2.163 0.921 0.051  0.13
H: -0.671 -0.497 0.101  0.07
C: 1.964 0.261 0.503  -0.20
C: 1.804 -0.528 1.786  -0.19
H: 1.413 1.225 0.598  0.07
H: 1.533 -0.149 -0.430  0.05
H: 3.034 0.372 0.374  0.06
H: 2.487 -0.151 2.516  0.05
H: 0.769 -0.497 2.225  0.07
H: 2.000 -1.619 1.574  0.08

The SMILES is NCO.CC. For the LUMO energy, the calculation gives 0.8 eV. For the gap between HOMO and LUMO, the calculation gives 10.92 eV.


No. 4
An isolated molecule of C34H46BrN3OS. Source: the OMol25 dataset; level of theory: wB97M-V/def2-TZVPD.

Last column: Löwdin charge in e.
Positions of all 86 atoms, in Å:
C: -2.568 2.474 -5.247  0.01
C: -3.951 1.888 -5.180  -0.52
O: -4.907 2.504 -5.551  0.10
N: -4.080 0.593 -4.617  0.01
C: -4.419 0.634 -3.194  -0.19
C: -4.610 -0.762 -2.548  -0.16
C: -4.632 -1.989 -3.481  -0.18
C: -3.540 -3.056 -3.247  -0.15
C: -2.231 -2.831 -3.966  -0.22
C: -1.863 -3.635 -5.042  -0.03
C: -0.638 -3.483 -5.679  -0.08
C: 0.243 -2.499 -5.251  -0.46
C: -0.103 -1.665 -4.187  -0.25
C: -1.329 -1.842 -3.543  0.04
N: 0.803 -0.660 -3.732  0.06
C: 2.146 -1.112 -3.567  -0.22
C: 2.726 -1.913 -4.547  -0.45
C: 4.017 -2.406 -4.381  -0.09
C: 4.720 -2.075 -3.235  -0.13
C: 4.128 -1.269 -2.269  -0.60
Br: 5.194 -0.890 -0.745  0.78
C: 2.836 -0.758 -2.401  -0.19
C: 2.176 0.130 -1.394  -0.17
C: 1.827 1.542 -1.899  -0.20
C: 2.159 2.613 -0.879  -0.20
C: 1.353 2.485 0.431  -0.20
C: 0.713 3.795 0.901  -0.21
C: 0.642 3.999 2.416  -0.22
C: 0.232 2.766 3.207  -0.22
C: -0.136 3.075 4.664  -0.20
C: 0.901 2.634 5.693  -0.21
C: 1.356 1.180 5.549  -0.22
C: 1.533 0.487 6.894  -0.18
C: 2.195 -0.883 6.787  -0.13
N: 1.299 -2.016 6.996  -0.11
C: 1.596 -3.288 6.583  -0.11
C: 0.580 -4.132 6.963  -0.11
C: -0.375 -3.343 7.635  -0.11
C: 0.093 -2.049 7.649  -0.10
S: 1.817 -2.282 -6.014  1.04
H: -2.281 2.580 -6.289  0.09
H: -1.851 1.857 -4.723  0.06
H: -2.590 3.460 -4.797  0.09
H: -3.222 0.073 -4.755  0.10
H: -3.660 1.180 -2.622  0.11
H: -5.331 1.213 -3.106  0.11
H: -3.856 -0.907 -1.781  0.09
H: -5.555 -0.729 -2.015  0.10
H: -5.582 -2.494 -3.334  0.10
H: -4.618 -1.673 -4.517  0.10
H: -3.925 -4.017 -3.575  0.11
H: -3.346 -3.158 -2.181  0.12
H: -2.532 -4.414 -5.373  0.11
H: -0.343 -4.127 -6.491  0.10
H: -1.560 -1.229 -2.685  0.12
H: 0.769 0.162 -4.322  0.14
H: 4.448 -3.035 -5.141  0.10
H: 5.717 -2.451 -3.084  0.09
H: 1.275 -0.378 -1.055  0.12
H: 2.826 0.225 -0.533  0.05
H: 2.375 1.735 -2.821  0.12
H: 0.771 1.591 -2.148  0.10
H: 3.222 2.571 -0.656  0.11
H: 1.956 3.586 -1.323  0.10
H: 0.570 1.749 0.264  0.11
H: 2.003 2.085 1.204  0.10
H: 1.250 4.630 0.458  0.10
H: -0.303 3.844 0.512  0.11
H: 1.608 4.363 2.769  0.12
H: -0.067 4.798 2.622  0.11
H: 1.038 2.040 3.167  0.09
H: -0.612 2.299 2.701  0.12
H: -0.269 4.152 4.757  0.10
H: -1.100 2.632 4.906  0.11
H: 0.472 2.763 6.685  0.11
H: 1.757 3.303 5.636  0.11
H: 2.299 1.136 5.008  0.11
H: 0.635 0.623 4.952  0.12
H: 0.556 0.391 7.353  0.09
H: 2.135 1.124 7.537  0.12
H: 2.602 -0.998 5.787  0.12
H: 3.027 -0.967 7.482  0.12
H: 2.502 -3.496 6.045  0.11
H: 0.540 -5.185 6.762  0.09
H: -1.293 -3.689 8.070  0.09
H: -0.362 -1.181 8.080  0.10

The SMILES is CC(=O)NCCCCc1ccc2c(c1)Nc1c(ccc(Br)c1CCCCCCCCCCCCn1cccc1)S2. For the LUMO energy, the calculation gives 0.4 eV. For the gap between HOMO and LUMO, the calculation gives 8.50 eV.


> What is the gap between HOMO and LUMO in the fourth record?

8.50 eV


> Which formula does entry 4 have?

C34H46BrN3OS